77
Properties=species:S:1:pos:R:3:lowdin_charge:R:1 method="wB97M-V/def2-TZVPD" total_energy_ev=-78796.0338 e_homo_ha=-0.2911 gap_ha=0.2640
H -5.6251 -0.5580 2.7089 0.111
C 2.5051 -1.7743 3.3149 -0.191
H 2.3410 1.0755 -1.3527 0.105
H 3.5465 3.5563 -3.6758 0.123
Pd -0.1828 -0.3378 -0.8612 0.694
H 0.7755 6.5427 2.1002 0.100
C -1.4233 4.9779 -0.6590 -0.053
H -0.6275 -4.8655 -2.6720 0.139
C 2.5686 -4.3928 2.3153 -0.641
C 1.4398 -4.7057 -0.1896 -0.237
H -1.4188 -0.7754 2.9018 0.118
H 2.3836 3.5972 -0.8504 0.113
C -3.6612 -0.5448 1.9197 -0.008
H -2.7907 0.1507 -1.2447 0.092
C -0.3670 1.5650 -0.4641 -0.177
C 3.3801 -4.6476 1.2161 -0.075
C -7.0957 0.0708 0.3819 -0.477
C 2.9065 3.9923 -2.9050 -0.156
H 0.5668 -1.3878 4.1894 0.122
C 1.2620 1.7128 -2.8669 -0.801
C 3.2103 -1.7977 2.1310 -0.093
N 0.9427 2.7612 -3.6224 0.037
H -7.4123 -0.6904 2.1129 0.083
H -1.0324 -5.2479 -1.0012 0.128
H 0.5743 -4.1125 3.0344 0.114
C 2.5601 -1.3809 0.9726 -0.096
H -5.2413 0.4007 -1.4395 0.127
C 0.6054 -1.0300 2.0809 -0.261
H -0.7790 7.9684 0.8051 0.099
C -1.5032 6.3376 -0.3926 -0.090
H 0.1527 2.6274 -4.2285 0.126
H 1.4485 4.6375 -4.3694 0.123
C -2.8309 -0.3495 0.8188 -0.214
C 2.8297 -4.8079 -0.0450 -0.186
Cl 3.2950 -4.1552 3.8882 0.764
O -7.9154 -0.3156 1.3847 0.119
C -3.4144 0.0065 -0.3848 0.002
C 2.9085 3.1058 -1.6733 -0.152
C 1.1737 -1.3905 3.2886 -0.018
C 0.2409 4.7448 1.0615 -0.057
H 4.4532 -4.7262 1.3517 0.117
C -5.6165 -0.0754 0.5968 -0.129
C 0.6332 -4.4535 0.9120 0.015
C -4.7862 0.1392 -0.4941 0.019
H 0.9135 4.1143 1.6292 0.110
H -2.1908 6.9575 -0.9560 0.101
H 3.4199 -6.0223 -1.7195 0.088
H 3.5063 -4.2974 -2.0154 0.089
N -1.4046 -0.5167 0.8925 0.027
C -0.4120 -4.6202 -1.6372 -0.094
H -2.0443 4.5313 -1.4254 0.113
H 3.9275 2.8933 -1.3544 0.124
H 4.2365 -2.1435 2.0986 0.113
S 0.4461 0.2148 -3.0986 0.685
O -7.5687 0.5037 -0.6248 0.129
H 3.0620 -1.3920 0.0103 0.122
C -0.8438 -0.7508 1.9802 -0.056
C 1.2010 -4.3044 2.1730 -0.097
O -1.9799 -2.9048 -1.2891 0.015
O 0.9700 -4.8724 -1.4448 -0.021
H 0.8699 4.6468 -2.6984 0.116
C 1.4850 4.1053 -3.4208 -0.151
H 4.7390 -5.0794 -0.9977 0.077
C -5.0341 -0.4110 1.8103 -0.020
C -0.5504 4.1598 0.0650 -0.275
C -0.7819 -3.1628 -1.4070 -0.661
H -3.2472 -0.8213 2.8816 0.100
O 0.2320 -2.3749 -1.3473 -0.174
C -0.7124 6.9073 0.5971 -0.100
C 3.6808 -5.0666 -1.2595 -0.023
H -0.4404 -4.3592 0.8051 0.120
N 2.2596 1.8381 -1.9954 0.028
H 2.9779 -2.0826 4.2398 0.042
H 3.2920 4.9794 -2.6524 0.121
C -0.4503 2.7511 -0.2220 -0.116
N 1.3020 -0.9730 0.9646 0.082
C 0.1598 6.1049 1.3232 -0.091